Entry 1:
The following is a DFT calculation (ωB97M-V with the def2-TZVPD basis set) of a 9-piece molecular cluster, C3H24NO8 overall in a non-equilibrium geometry.

```
36
Properties=species:S:1:pos:R:3:forces:R:3:nbo_charge:R:1
C 2.1271 0.3366 1.5165 -0.5 2.9 3.4 -0.6945
C 0.9115 0.4437 0.6276 1.3 -1.0 -0.9 0.2038
C 0.2469 1.4573 0.0886 -1.8 -2.4 -1.7 -0.4342
N 0.5539 -1.0032 0.2522 0.7 1.0 -2.4 -0.7985
H 2.7471 -0.5047 1.2727 -0.1 -0.6 0.3 0.2384
H 2.8666 1.2049 1.6350 -1.4 -0.8 -1.0 0.2593
H 1.7105 0.3761 2.6377 1.0 -1.0 -2.2 0.2555
H -0.5938 1.3336 -0.6915 1.6 -0.4 1.2 0.2208
H 0.2118 2.4461 0.3849 1.1 1.9 0.7 0.2245
H -0.3186 -1.2685 0.7368 0.6 -0.1 -0.2 0.4657
H 1.4035 -1.6440 0.3320 -1.2 0.3 0.6 0.4730
H 0.4016 -1.0878 -0.8149 -0.4 0.4 1.4 0.4854
H 3.2235 -2.5561 4.5425 1.6 -2.2 1.2 0.4723
H 1.9616 -1.7487 4.9717 1.5 -0.5 -1.2 0.4817
O 2.6746 -1.8756 4.2789 -3.2 2.6 0.0 -0.9522
H -0.9722 4.0235 -1.5636 0.1 -0.3 -0.3 0.4925
H -2.2150 3.2155 -1.3420 -0.2 -0.1 0.0 0.5006
O -1.3547 3.1563 -1.7779 0.0 1.0 0.5 -0.9730
H -1.3699 -3.4593 -0.0490 -2.7 -0.2 2.8 0.4641
H -1.1822 -3.4407 -1.4980 0.5 0.0 0.2 0.4859
O -0.6991 -3.4560 -0.6541 2.2 0.2 -2.9 -0.9442
H -3.9044 4.2114 1.2121 -2.8 2.7 2.1 0.4805
H -2.7638 3.2591 1.4797 0.2 0.0 0.7 0.4729
O -3.3194 3.6589 0.8241 2.8 -2.8 -2.9 -0.9515
H -1.1310 2.0218 -3.1512 0.0 2.9 1.4 0.4964
H -2.1294 1.3781 -4.2114 1.1 0.3 0.9 0.4963
O -1.3223 1.2847 -3.6546 -1.1 -3.3 -2.6 -0.9960
H 2.5707 -3.5165 -0.3944 -1.1 -2.7 -3.7 0.4812
H 2.9784 -3.3203 0.8492 1.5 -1.3 4.0 0.4797
O 2.7048 -2.8153 0.1535 -0.4 4.0 -0.3 -0.9134
H -1.7458 0.8288 0.7236 1.3 -2.4 1.9 0.4818
H -2.6344 0.0577 1.5023 -0.4 -1.1 0.9 0.4821
O -1.6753 0.0358 1.4117 -1.7 3.0 -2.4 -0.9548
H -0.1686 -0.0831 -2.9608 -3.2 6.9 -1.4 0.4825
H 0.5838 -1.0550 -3.5775 -0.3 -0.6 1.3 0.4863
O 0.1013 -0.8731 -2.7300 3.4 -6.6 0.3 -0.9511
```
Positions in Å, forces in eV/Å.

Its HOMO energy is -13.03 eV. The total charge is +1. For the frontier orbital gap, the calculation gives 0.3850 hartree.

=====

Entry 2:
The following is a DFT calculation (ωB97M-V with the def2-TZVPD basis set) of a 9-piece molecular cluster, C3H25N2O9 overall in a non-equilibrium geometry.

```
39
Properties=species:S:1:pos:R:3:forces:R:3:nbo_charge:R:1
N -0.8074 1.0612 -1.1590 -2.0 0.2 -1.7 -0.7011
C -1.6146 -0.1542 -0.6563 -2.5 2.0 -1.0 -0.3499
C -0.6536 -1.0935 0.0585 -1.7 0.0 -0.8 0.6576
N -1.1948 -1.9398 0.8771 -3.3 -2.3 1.9 -0.5988
C -2.6698 -2.4320 0.9508 1.8 0.5 1.5 -0.4253
O 0.5240 -1.0412 -0.2110 2.0 1.1 -0.4 -0.6982
H -1.2944 2.0332 -1.1042 1.1 -2.2 -0.3 0.4794
H -0.3822 0.8728 -2.1172 -0.8 0.7 1.2 0.4594
H -0.0289 1.0964 -0.5698 1.8 0.6 1.4 0.4532
H -2.5347 0.2230 -0.0548 2.0 -0.5 -0.5 0.2480
H -2.1125 -0.5230 -1.5856 0.7 -0.5 0.7 0.2832
H -0.6741 -2.4856 1.5778 0.9 0.4 -0.8 0.4566
H -2.5674 -3.5428 1.2750 -0.6 2.0 -0.9 0.2388
H -3.1499 -2.2467 0.0035 -0.2 -0.5 -0.3 0.2114
H -3.2087 -1.8242 1.7342 0.5 -0.8 -0.7 0.2151
H 1.5178 -3.0813 2.0903 -2.0 0.3 1.1 0.5311
H 0.5676 -3.6696 3.2560 0.3 -1.4 1.5 0.4853
O 0.5990 -3.0774 2.5442 1.7 1.1 -2.2 -0.9873
H -1.3184 -0.4492 3.5363 -0.7 3.1 -1.0 0.4934
H -1.7558 1.0039 3.9141 -0.9 2.3 3.7 0.4731
O -1.5792 0.5041 3.1929 1.7 -5.3 -2.9 -0.9613
H -1.8517 -0.6326 -4.5296 0.7 -0.5 0.9 0.4926
H -0.5360 -0.7687 -3.5619 -2.8 -1.1 -1.1 0.4763
O -1.5006 -1.1166 -3.7425 2.2 1.6 0.2 -0.9585
H 3.2350 3.2962 0.4482 0.3 -0.3 0.3 0.4950
H 3.5861 1.7864 0.4983 2.1 -1.8 1.6 0.4858
O 3.0652 2.4162 0.0964 -2.4 2.0 -1.8 -0.9735
H -0.2841 2.0145 1.8151 2.0 1.0 -1.7 0.5048
H 1.1837 1.9606 1.1140 -0.3 0.2 0.3 0.4922
O 0.3481 2.4602 1.1240 -1.7 -1.4 1.5 -0.9951
H 1.1341 3.5322 -1.2401 3.0 -0.1 2.7 0.4758
H 0.6205 4.3645 -2.4154 0.0 -0.5 0.5 0.4917
O 0.4550 3.6067 -1.8259 -3.1 0.5 -3.1 -0.9628
H 3.5084 -2.1495 1.0112 -0.9 0.7 -0.3 0.4861
H 2.2255 -1.2958 0.4769 -0.1 -0.3 -0.6 0.5074
O 2.6634 -1.7017 1.2246 1.2 -0.8 1.1 -0.9879
H 2.4034 1.8038 -2.6954 -1.6 -3.1 -1.0 0.4966
H 2.1407 0.2869 -2.3368 0.6 -1.0 1.1 0.4710
O 1.9410 0.9030 -3.0139 0.8 3.9 0.1 -0.9611
```
Positions in Å, forces in eV/Å.

Its HOMO energy is -13.06 eV. The total charge is +1. For the frontier orbital gap, the calculation gives 0.3859 hartree.

=====

Entry 3:
The following is a DFT calculation (ωB97M-V with the def2-TZVPD basis set) of a 11-piece molecular cluster, C3H27NO10 overall in a non-equilibrium geometry.

```
41
Properties=species:S:1:pos:R:3:forces:R:3:nbo_charge:R:1
C -2.4892 -0.0472 -1.0601 0.2 -0.3 -0.2 -0.4415
C -2.3009 1.1274 -0.4714 -0.6 -0.5 0.4 -0.1639
C -1.5367 2.2501 -1.0381 -2.1 2.0 0.8 -0.2728
N -0.4374 2.4480 -0.1266 2.4 3.0 -0.1 -0.8650
H -2.8298 -0.9091 -0.4137 0.0 1.0 -1.4 0.2032
H -2.1133 -0.1542 -2.1438 -1.3 -0.3 2.2 0.2029
H -2.5999 1.3910 0.5768 0.2 -0.8 -1.0 0.2062
H -1.2752 2.2453 -2.0715 0.2 -0.6 -1.1 0.1713
H -2.3098 3.1557 -0.9712 1.9 -1.3 0.0 0.2003
H 0.0047 3.3873 -0.3693 -0.9 -1.3 0.7 0.3667
H 0.4305 1.8794 -0.1789 -1.3 -0.4 -0.3 0.3980
O 1.5046 1.3821 3.4073 0.8 -1.9 0.5 -0.9840
H 1.6626 0.4143 3.5513 -0.2 1.4 0.2 0.4502
H 0.5473 1.5158 3.5841 0.5 0.5 -0.5 0.5028
O 2.5531 2.2861 0.9680 0.6 3.9 -2.1 -0.9325
H 2.0554 2.8657 1.5541 0.1 -0.1 0.1 0.4844
H 2.4057 1.4733 1.3163 -0.7 -3.5 1.8 0.4526
O 2.3430 -0.3898 -2.1177 1.3 -0.7 -3.0 -0.9697
H 2.5208 -0.4767 -1.1963 0.3 0.4 1.6 0.4923
H 2.9835 -1.0033 -2.5492 -0.9 0.9 0.2 0.4785
O -0.1493 -0.3873 -2.7623 1.4 0.0 0.0 -0.9770
H 0.7668 -0.1979 -2.4310 0.4 -1.1 -0.7 0.5124
H -0.5093 0.4285 -2.4572 -1.1 0.9 0.2 0.4703
O -0.8863 1.9282 2.8946 -2.1 1.6 -2.8 -1.0109
H -0.8664 0.9740 2.8771 -0.4 -0.8 0.1 0.4824
H -1.1438 2.0002 1.8544 1.4 0.5 3.3 0.5141
O 1.7569 -3.1734 -0.0233 -4.8 3.2 7.3 -0.9790
H 0.6620 -3.1563 0.1300 3.4 -0.2 -0.2 0.5177
H 1.8813 -3.5652 -0.7722 1.2 -3.9 -7.1 0.4571
O -0.9278 -2.7641 0.5275 0.1 0.4 0.1 -1.0017
H -1.6315 -3.3821 0.7423 0.1 -0.2 0.1 0.4888
H -1.1251 -2.5078 -0.4281 -0.3 -0.4 0.4 0.5073
O 2.0505 -0.7231 0.2307 0.7 6.6 4.8 -0.9730
H 2.0643 -1.6148 0.0946 0.0 -5.0 0.1 0.4969
H 2.3616 -0.4602 1.1963 -0.6 -1.4 -3.2 0.4797
O -1.3620 -2.5542 -1.9155 11.3 -0.3 6.3 -0.9501
H -2.0597 -2.5631 -2.3451 -10.1 0.3 -6.6 0.4617
H -0.6951 -1.8547 -2.1765 -1.2 0.0 -0.5 0.5245
O -0.6099 -0.0775 1.6121 0.0 -4.0 -0.9 -1.0151
H -1.0804 -1.0136 1.3959 2.3 2.8 0.5 0.5212
H 0.3841 -0.1768 1.5058 -2.0 -0.3 -0.2 0.4929
```
Positions in Å, forces in eV/Å.

As for the structure (SMILES): C=CCN.O.O.O.O.O.O.O.O.O.O. Its HOMO energy is -9.55 eV. For the frontier orbital gap, the calculation gives 0.3556 hartree.

=====

Entry 4:
The following is a DFT calculation (ωB97M-V with the def2-TZVPD basis set) of a 11-piece molecular cluster, C3H29NO10S overall in a non-equilibrium geometry.

```
44
Properties=species:S:1:pos:R:3:forces:R:3:nbo_charge:R:1
N 2.0239 1.1214 -2.1748 0.4 0.2 1.5 -0.8874
C 2.1333 -0.1777 -1.5101 0.9 -1.5 -1.0 -0.2135
C 1.6712 -1.3980 -2.3574 2.0 0.3 -0.2 -0.4462
C 0.2185 -1.7415 -2.3065 -1.6 0.5 -0.5 -0.5434
S -0.1657 -3.5209 -2.3483 -0.1 -0.1 0.1 -0.0705
H 1.1673 1.3659 -2.6413 -0.2 -0.3 -0.2 0.4074
H 2.8504 1.1974 -2.7408 -0.3 0.4 -0.5 0.3642
H 3.2200 -0.3010 -1.4477 0.0 -0.1 0.3 0.1848
H 1.7975 -0.3698 -0.4909 -0.5 1.1 0.1 0.1910
H 2.1464 -1.1918 -3.3308 -1.2 0.2 -0.5 0.2035
H 2.3093 -2.2690 -2.1604 -0.4 -0.1 1.0 0.2141
H -0.3503 -1.2204 -3.0759 0.3 -0.3 -0.5 0.2272
H -0.3543 -1.3676 -1.4559 0.8 -0.1 0.6 0.2383
H -1.0815 -3.4774 -1.3611 0.2 -0.1 -0.2 0.1368
O -0.8270 -1.7143 3.4284 -0.2 0.0 0.6 -0.9774
H -0.8594 -2.3722 4.1292 -0.1 -0.1 0.0 0.4755
H -1.2300 -0.9216 3.8109 0.2 0.2 -0.2 0.5046
O -1.1591 -1.5842 0.8037 0.1 0.1 0.0 -0.9587
H -0.4339 -1.3139 1.3769 0.2 0.0 -0.1 0.4775
H -1.7764 -1.8605 1.4906 -0.2 -0.1 -0.2 0.4899
O -0.8443 1.2086 2.7330 -0.1 -0.5 0.4 -0.9970
H -0.1755 1.3355 2.0474 -0.3 0.5 0.1 0.4922
H -1.5949 1.7709 2.5141 0.1 -0.1 -0.3 0.4951
O -0.8415 3.3332 0.4472 0.0 0.0 0.7 -1.0171
H -1.2754 3.1255 -0.3764 0.1 -0.2 -0.4 0.4694
H 0.1106 3.0841 0.3752 -0.2 0.4 -0.4 0.5070
O 1.7183 0.8294 1.7852 0.2 -0.2 0.5 -0.9753
H 1.2048 0.1009 2.1575 0.1 -0.3 -0.1 0.4980
H 2.4470 0.8219 2.4175 0.2 0.1 -0.1 0.4882
O -2.5409 0.3939 -0.6762 0.1 0.2 0.3 -0.9770
H -1.8876 0.1541 0.0008 -0.1 -0.5 0.0 0.4981
H -3.1996 0.8734 -0.1615 0.0 0.1 -0.1 0.4806
O -0.8225 1.2374 -2.7353 0.7 0.4 -0.2 -0.9833
H -1.0475 0.9573 -1.8382 -0.7 0.0 -0.3 0.5000
H -1.5981 1.1574 -3.2921 -0.2 -0.1 0.3 0.4842
O -3.3264 2.7503 1.6560 -0.4 -0.6 0.5 -0.9740
H -2.6580 3.4151 1.8402 0.1 0.3 -0.5 0.4994
H -3.8868 3.0673 0.9481 0.1 0.4 -0.1 0.4772
O 1.7890 2.9929 0.1287 0.7 -0.2 -0.1 -0.9841
H 2.1329 2.3390 0.7571 -0.4 0.2 -0.1 0.4890
H 2.0468 2.5827 -0.7225 -0.3 0.0 -0.1 0.5039
O 2.0575 -1.6642 2.9856 0.7 0.6 -0.3 -0.9655
H 1.7249 -1.7813 3.8750 -0.3 -0.4 -0.1 0.4848
H 1.8063 -2.3902 2.4110 -0.2 -0.3 0.4 0.4881
```
Positions in Å, forces in eV/Å.

As for the structure (SMILES): NCCCS.O.O.O.O.O.O.O.O.O.O. Its HOMO energy is -8.50 eV. For the frontier orbital gap, the calculation gives 0.3082 hartree.

=====

Entry 5:
The following is a DFT calculation (ωB97M-V with the def2-TZVPD basis set) of C3H2AuO4 as an isolated structure in a non-equilibrium geometry.

```
10
Properties=species:S:1:pos:R:3:forces:R:3:nbo_charge:R:1
O -0.4783 0.5322 -1.3583 -0.4 2.0 -6.6 -0.6867
C -0.2308 0.6311 -2.4962 -0.3 0.2 -2.3 1.1052
O -0.0631 0.7268 -3.6268 0.2 0.0 1.0 -0.3583
O 0.3763 -1.5177 0.9418 3.7 -4.6 6.4 -0.5693
C 0.5985 -1.1789 2.2363 0.9 -3.9 -1.6 0.1561
C 0.2105 0.0287 2.7138 -1.1 4.0 1.4 0.1592
O -0.3472 0.9522 1.8948 1.9 0.2 8.5 -0.5751
Au -0.4764 -0.0286 0.3915 -4.8 1.9 -5.8 1.3032
H 1.0618 -1.9267 2.8924 -0.1 0.3 -0.4 0.2334
H 0.3495 0.2923 3.7703 0.0 0.0 -0.5 0.2323
```
Positions in Å, forces in eV/Å.

Its HOMO energy (spin up / spin down) is -14.20 / -15.56 eV. As for the spin multiplicity: 3. The total charge is +1. For the frontier orbital gap (spin up / spin down), the calculation gives 0.3725 / 0.3141 hartree.

=====

Entry 6:
The following is a DFT calculation (ωB97M-V with the def2-TZVPD basis set) of C3H2Br2Cl2 as an isolated structure in a non-equilibrium geometry.

```
9
Properties=species:S:1:pos:R:3:forces:R:3:nbo_charge:R:1
C -0.2460 0.6606 1.1922 -2.1 0.7 -1.8 -0.4202
C -1.0563 0.3395 0.1496 0.6 0.9 2.3 -0.1276
C 1.3788 -1.1110 -0.5665 0.3 -1.0 -0.1 -0.2719
Cl -2.1193 1.5505 -0.4904 0.2 0.0 -0.4 0.0290
Cl -1.3204 -1.2265 -0.4336 -1.0 -0.2 0.1 0.1030
Br 2.3500 0.4031 -1.0080 0.2 0.1 -0.5 0.1473
Br 1.0722 -2.2857 -2.0618 0.9 0.4 0.0 0.0746
H -0.2642 1.7418 1.3925 0.4 -0.7 0.4 0.2271
H 0.2053 -0.0723 1.8259 0.5 -0.2 -0.1 0.2385
```
Positions in Å, forces in eV/Å.

Its HOMO energy is -9.24 eV. For the frontier orbital gap, the calculation gives 0.2911 hartree.

=====

Entry 7:
The following is a DFT calculation (ωB97M-V with the def2-TZVPD basis set) of one molecule with the formula C3H2Br2O in a non-equilibrium geometry.

```
8
Properties=species:S:1:pos:R:3:forces:R:3:nbo_charge:R:1
C -0.7661 -0.2130 -1.0157 -1.5 -1.6 -2.2 -0.3036
C 0.1781 0.2860 -0.2477 -1.1 -0.5 1.0 -0.2915
Br 0.8720 1.9139 -0.6965 0.9 1.3 -0.3 0.1263
C 0.3934 -0.2984 1.1421 0.7 1.2 -1.8 0.4671
O -0.2938 -1.1057 1.6212 -1.2 -1.4 0.8 -0.4755
Br 1.9265 0.3640 2.0171 0.8 0.2 0.7 0.0155
H -1.0012 0.2350 -2.0537 0.4 -0.7 2.0 0.2269
H -1.3089 -1.1817 -0.7669 0.8 1.5 -0.1 0.2348
```
Positions in Å, forces in eV/Å.

As for the structure (SMILES): C=C(Br)C(=O)Br. Its HOMO energy is -10.07 eV. For the frontier orbital gap, the calculation gives 0.3582 hartree.

=====

Entry 8:
The following is a DFT calculation (ωB97M-V with the def2-TZVPD basis set) of C3H2Br4 as an isolated structure in a non-equilibrium geometry.

```
9
Properties=species:S:1:pos:R:3:forces:R:3:nbo_charge:R:1
C 0.8221 0.0774 -0.0879 -0.3 -1.4 -0.5 -0.6107
C 0.0236 1.3438 0.0738 -0.5 -0.6 -1.4 -0.1945
C -0.0608 -1.2047 0.0846 0.0 0.2 0.5 -0.1948
Br -0.8609 1.6368 1.6676 -0.1 0.3 0.4 0.1480
Br -0.8821 1.8587 -1.5201 0.1 0.2 0.4 0.0905
Br -1.0636 -1.8316 -1.3995 0.4 0.4 0.3 0.1161
Br -0.7231 -1.9329 1.7236 0.6 0.6 -0.6 0.1168
H 1.0819 -0.1282 -1.1964 0.4 1.1 1.9 0.2712
H 1.6629 0.1807 0.6545 -0.6 -0.8 -0.9 0.2574
```
Positions in Å, forces in eV/Å.

Its HOMO energy (spin up / spin down) is -8.38 / -8.48 eV. For the frontier orbital gap (spin up / spin down), the calculation gives 0.2772 / 0.2887 hartree.

=====

Entry 9:
The following is a DFT calculation (ωB97M-V with the def2-TZVPD basis set) of one molecule with the formula C3H2BrClO3 in a non-equilibrium geometry.

```
10
Properties=species:S:1:pos:R:3:forces:R:3:nbo_charge:R:1
C 0.1553 -1.4351 -0.4257 -0.5 -0.8 -1.1 0.9905
C 1.2360 0.6792 -0.0221 -4.7 -0.7 -0.9 -0.0252
C -1.1683 0.3232 0.4294 3.0 1.6 0.2 0.0494
O 0.1819 -2.5141 -0.9166 0.1 0.4 0.5 -0.5256
O 1.2340 -0.6725 -0.2800 1.1 1.0 0.0 -0.4820
O -1.0707 -0.8902 -0.0619 0.5 -1.4 0.3 -0.5270
Cl -1.5235 0.5033 2.1012 -0.2 -0.2 0.2 0.0533
Br -2.0710 1.4376 -0.7211 -0.8 1.0 -0.7 0.1235
H 1.1561 1.4665 -0.7445 -0.7 -0.7 -1.6 0.1725
H 1.8703 1.1022 0.6411 2.0 -0.2 3.1 0.1707
```
Positions in Å, forces in eV/Å.

Its HOMO energy (spin up / spin down) is -9.15 / -8.89 eV. For the frontier orbital gap (spin up / spin down), the calculation gives 0.3111 / 0.3077 hartree.

=====

Entry 10:
The following is a DFT calculation (ωB97M-V with the def2-TZVPD basis set) of a 2-piece molecular cluster, C3H2BrF2I overall in a non-equilibrium geometry.

```
9
Properties=species:S:1:pos:R:3:forces:R:3:nbo_charge:R:1
C 0.0657 0.2555 0.2242 -0.5 -0.2 -0.1 -0.5333
C 1.0827 0.9133 0.6715 1.8 -0.2 -0.7 -0.1893
C 3.8791 0.0171 -0.8016 -1.1 0.0 0.7 0.5310
F 4.7486 -0.5390 0.0501 -0.3 0.2 -0.4 -0.3343
F 3.8345 -0.7260 -1.9152 0.0 0.3 0.5 -0.3341
Br 4.2892 1.8508 -1.1513 0.3 0.1 -0.1 0.0099
I 1.7739 2.5813 1.5484 -0.3 -0.3 -0.1 0.3655
H -0.9656 0.5710 0.3624 0.0 0.2 0.2 0.2289
H 0.1900 -0.6742 -0.3142 0.2 -0.1 -0.1 0.2556
```
Positions in Å, forces in eV/Å.

Its HOMO energy (spin up / spin down) is -7.46 / -7.47 eV. For the frontier orbital gap (spin up / spin down), the calculation gives 0.1951 / 0.1951 hartree.

=====

Total energy values (in a.u.) by entry order: -785.0570; -915.7193; -937.4904; -1337.0172; -551.6494; -6183.7627; -5338.7469; -10411.4408; -3375.3154; -3186.7318.
ΔE to the lowest compared entry with this formula, charge and spin values (in kcal/mol) by entry order: 33.8; 50.6; 89.6; 39.0; 0.0; 70.8; 2.2; 49.8; 63.9; 123.7.